Entry 1:
# C2H5N3O2

The molecule C2H5N3O2 in a non-equilibrium geometry (ωB97M-V/def2-TZVPD, OMol25).

Results
Frontier orbital gap   10.173 eV
E_tot   -393.72200 a.u.
HOMO energy   -0.33995 Eh
SMILES   [O-]/[N+](=N\O)N1CC1

The geometry in XYZ format:
```
12
Properties=species:S:1:pos:R:3:nbo_charge:R:1
O 1.54 0.55 -1.41 -0.506
N 0.53 0.56 -0.66 0.400
N -0.58 1.11 -0.92 -0.009
O -0.65 2.10 -1.82 -0.524
N 0.57 -0.12 0.49 -0.247
C -0.57 -0.39 1.30 -0.238
C 0.27 -1.51 0.84 -0.224
H 0.05 2.13 -2.51 0.484
H -1.58 -0.14 1.03 0.240
H -0.36 -0.16 2.34 0.204
H 0.98 -2.14 1.30 0.224
H -0.21 -1.98 0.02 0.197
```

---

Entry 2:
# C2H5N3O2S

The molecule C2H5N3O2S in a non-equilibrium geometry (ωB97M-V/def2-TZVPD, OMol25).

Results
⟨S²⟩   2.01
Frontier orbital gap (spin up / spin down)   6.905 / 8.310 eV
E_tot   -791.95225 a.u.
2S+1   3
HOMO energy (spin up / spin down)   -0.24787 / -0.34913 Eh

The geometry in XYZ format:
```
13
Properties=species:S:1:pos:R:3:nbo_charge:R:1
C 0.67 -1.22 0.14 -0.126
C -0.54 0.49 -0.99 -0.287
N -0.33 -1.17 1.16 -0.090
N -1.27 -0.48 1.31 -0.077
N 0.14 -0.67 -1.05 -0.615
O -0.58 2.18 0.96 -0.915
O 1.65 1.49 0.07 -0.978
S 0.36 2.00 -0.32 1.511
H 1.50 -0.72 0.63 0.263
H 1.14 -2.28 -0.06 0.229
H -1.52 0.62 -1.55 0.212
H -0.90 1.16 1.25 0.486
H -0.32 -1.39 -1.55 0.387
```

---

Entry 3:
# C2H5N3OP

The ion C2H5N3OP with charge +1 in a non-equilibrium geometry (ωB97M-V/def2-TZVPD, OMol25).

Results
Net charge   +1
Frontier orbital gap   10.682 eV
E_tot   -659.79892 a.u.
HOMO energy   -0.54200 Eh
SMILES   O=[PH2]c1n[nH]c[nH+]1

The geometry in XYZ format:
```
12
Properties=species:S:1:pos:R:3:nbo_charge:R:1
O -0.67 0.63 2.85 -1.005
P -0.57 -0.55 2.00 1.504
C -0.15 0.01 0.27 0.032
N -0.51 1.17 -0.13 -0.156
N 0.00 1.27 -1.40 -0.291
C 0.64 0.21 -1.75 0.282
N 0.56 -0.64 -0.73 -0.482
H 0.51 -1.42 2.28 -0.058
H -1.76 -1.29 1.91 -0.028
H -0.16 2.11 -1.93 0.465
H 1.13 0.05 -2.69 0.272
H 0.97 -1.55 -0.68 0.466
```

---

Entry 4:
# C2H5N3OS

The molecule C2H5N3OS (ωB97M-V/def2-TZVPD, OMol25).

Results
Frontier orbital gap   8.876 eV
E_tot   -716.84865 a.u.
HOMO energy   -0.30938 Eh
SMILES   [H]/N=C(\N)ONC=S

The geometry in XYZ format:
```
12
Properties=species:S:1:pos:R:3:nbo_charge:R:1
H -1.81 1.94 -0.10 0.364
N -0.92 1.46 -0.03 -0.802
C -1.03 0.19 -0.02 0.689
N -2.14 -0.60 -0.15 -0.824
O 0.07 -0.60 0.07 -0.347
N 1.24 0.13 0.12 -0.291
C 2.40 -0.51 -0.03 -0.092
S 3.87 0.21 -0.06 -0.147
H -3.02 -0.18 0.11 0.399
H -2.02 -1.58 0.12 0.406
H 1.09 1.14 0.12 0.443
H 2.26 -1.60 -0.14 0.203
```